Molecular formula: C18H54O18
Method: DFT, ωB97M-V/def2-TZVPD

Results
Relative energy (zero: lowest compared OMol25 entry of this formula, charge and spin): 61.8 kcal per mole
Kohn-Sham gap: 9.67 eV
HOMO: -9.55 eV

Structure (ORCA input):
```
! RIJCOSX wB97M-V def2-TZVPD def2/J DEFGRID3
* xyz 0 1
O 2.16 -11.22 14.20
C 2.11 -11.94 13.00
C 3.38 -12.79 12.75
O 4.42 -11.90 12.51
H 2.81 -10.53 14.01
H 1.16 -12.48 13.00
H 2.12 -11.30 12.12
H 3.23 -13.56 12.00
H 3.58 -13.38 13.64
H 5.17 -12.49 12.51
O 9.83 -13.89 10.20
C 8.96 -12.80 10.11
C 7.90 -12.79 11.22
O 6.88 -13.84 11.25
H 10.56 -13.50 10.70
H 9.50 -11.85 10.20
H 8.51 -12.84 9.12
H 7.37 -11.84 11.14
H 8.33 -12.99 12.20
H 7.36 -14.64 11.47
O 9.88 -12.51 6.28
C 9.91 -13.94 6.21
C 8.46 -14.44 5.88
O 8.15 -14.35 4.50
H 10.28 -12.25 5.45
H 10.68 -14.32 5.54
H 10.11 -14.29 7.22
H 7.72 -13.83 6.40
H 8.44 -15.50 6.13
H 8.05 -13.40 4.36
O 8.70 -7.49 7.53
C 8.60 -8.81 7.07
C 7.93 -9.63 8.20
O 8.85 -9.80 9.22
H 9.49 -7.60 8.07
H 8.09 -8.77 6.11
H 9.66 -9.05 6.96
H 7.59 -10.62 7.89
H 7.05 -9.08 8.53
H 9.66 -10.21 8.90
O 4.19 -17.19 8.62
C 4.30 -16.06 9.32
C 4.55 -16.33 10.80
O 3.55 -17.09 11.43
H 4.50 -16.94 7.75
H 5.12 -15.49 8.90
H 3.35 -15.53 9.14
H 4.45 -15.34 11.25
H 5.50 -16.79 11.08
H 2.70 -16.71 11.20
O 14.30 -10.52 8.26
C 13.42 -11.12 9.14
C 12.26 -11.85 8.44
O 11.15 -11.00 8.29
H 14.83 -11.19 7.82
H 14.01 -11.75 9.80
H 13.06 -10.32 9.78
H 11.99 -12.79 8.93
H 12.66 -12.06 7.45
H 10.58 -11.41 7.63
O 9.27 -12.80 17.10
C 10.18 -13.60 16.35
C 9.60 -14.06 14.93
O 8.91 -15.30 14.93
H 9.71 -12.45 17.87
H 10.97 -12.85 16.22
H 10.66 -14.40 16.92
H 10.32 -14.13 14.12
H 8.95 -13.27 14.56
H 8.04 -15.13 15.29
O 11.82 -13.31 11.72
C 12.85 -14.25 12.19
C 14.26 -13.75 11.91
O 14.43 -12.45 12.41
H 12.02 -12.51 12.21
H 12.65 -14.34 13.26
H 12.63 -15.18 11.66
H 14.31 -13.65 10.83
H 14.97 -14.35 12.48
H 14.87 -11.93 11.74
O 9.66 -16.48 9.16
C 8.52 -17.26 9.68
C 8.60 -17.34 11.20
O 8.11 -16.19 11.89
H 9.57 -15.55 9.40
H 7.60 -16.82 9.29
H 8.67 -18.27 9.28
H 9.61 -17.61 11.51
H 8.05 -18.24 11.46
H 8.59 -16.18 12.72
*
```

Here are the Löwdin charges for atoms 1 to 4, given in e: atom 1 (O): -0.047, atom 2 (C): -0.260, atom 3 (C): -0.273, atom 4 (O): -0.047

---

Molecular formula: C5H5NOS
Method: DFT, ωB97M-V/def2-TZVPD

Results
Relative energy (zero: lowest compared OMol25 entry of this formula, charge and spin): 94.7 kcal per mole
Kohn-Sham gap (alpha / beta): 9.25 / 9.25 eV
HOMO (alpha / beta): -9.66 / -9.66 eV

Structure (ORCA input):
```
! RIJCOSX wB97M-V def2-TZVPD def2/J DEFGRID3
* xyz 0 1
C -0.25 -0.92 0.53
C -0.32 -1.71 -0.52
C -0.83 -1.06 -2.87
C -0.50 0.62 0.69
C 0.78 1.27 1.06
N -0.65 -1.33 -1.75
O 1.17 2.00 -1.35
S 1.76 2.01 0.05
H 0.12 -1.36 1.44
H -0.03 -2.67 -0.42
H -0.78 0.91 -0.26
H -1.24 0.95 1.32
H 0.78 1.30 2.09
*
```

Here are the natural (NBO) charges for atoms 1 to 4, given in e: atom 1 (C): -0.123, atom 2 (C): -0.051, atom 3 (C): 0.335, atom 4 (C): -0.488

---

Molecular formula: C3HF3O
Method: DFT, ωB97M-V/def2-TZVPD

Results
Relative energy (zero: lowest compared OMol25 entry of this formula, charge and spin): 77.4 kcal per mole
Kohn-Sham gap: 9.33 eV
HOMO: -10.87 eV

Structure (ORCA input):
```
! RIJCOSX wB97M-V def2-TZVPD def2/J DEFGRID3
* xyz 0 1
O -2.14 -0.46 0.15
C -0.96 -0.21 0.07
C 0.22 0.61 0.63
F 0.81 0.46 1.82
C 0.36 -0.43 -0.50
F 0.97 -1.60 -0.39
F 0.72 0.04 -2.02
H 0.02 1.58 0.23
*
```

Here are the natural (NBO) charges for atoms 1 to 4, given in e: atom 1 (O): -0.384, atom 2 (C): 0.471, atom 3 (C): 0.063, atom 4 (F): -0.285

---

Molecular formula: C48H37FeN4O11P2S
Method: DFT, ωB97M-V/def2-TZVPD

Results
Relative energy (zero: lowest compared OMol25 entry of this formula, charge and spin): 57.8 kcal per mole
Kohn-Sham gap (alpha / beta): 6.47 / 6.44 eV
HOMO (alpha / beta): -4.49 / -4.46 eV

Structure (ORCA input):
```
! RIJCOSX wB97M-V def2-TZVPD def2/J DEFGRID3
* xyz -1 5
Fe 0.75 -0.07 0.97
C 3.24 5.39 6.03
C 2.20 4.57 5.34
C 1.08 4.19 6.01
C 0.06 3.42 5.49
C 0.25 3.00 4.14
C 1.36 3.40 3.42
C 2.31 4.21 3.99
S -0.91 1.96 3.33
O -1.23 2.65 2.10
O -1.97 1.56 4.21
N 0.01 0.61 2.93
C 0.08 -0.31 3.96
C -0.07 -0.16 5.38
C -0.54 -1.20 6.10
C -0.62 -2.51 5.56
C -0.09 -2.81 4.27
C 0.06 -4.06 3.65
C 0.61 -4.17 2.39
C 0.83 -2.98 1.68
N 0.56 -1.75 2.16
C 0.18 -1.62 3.41
H 3.78 5.93 5.22
H 4.08 4.85 6.54
H 2.73 6.10 6.60
H 0.91 4.52 7.03
H -0.81 3.10 6.02
H 1.43 3.04 2.38
H 3.24 4.47 3.49
H 0.06 0.84 5.94
H -0.71 -1.18 7.17
H -0.98 -3.31 6.18
H -0.11 -4.98 4.23
H 0.92 -5.11 1.93
H 1.17 -3.03 0.66
O 3.71 2.56 1.32
C 3.08 1.66 0.73
O 1.79 1.52 0.76
C 3.87 0.54 -0.07
C 5.23 0.69 -0.38
C 5.90 -0.09 -1.30
C 5.22 -0.97 -2.11
C 3.87 -1.07 -1.77
C 3.18 -0.56 -0.58
O 2.09 -1.08 -0.12
N 3.13 -1.85 -2.75
O 3.37 -1.58 -3.92
O 2.52 -2.83 -2.34
N 7.33 0.06 -1.43
O 7.77 -0.40 -2.50
O 8.04 0.67 -0.59
H 5.77 1.47 0.18
H 5.57 -1.56 -2.89
O -0.92 -0.23 0.13
P -1.12 0.53 -1.19
C -0.83 -0.59 -2.60
P -1.17 -2.38 -2.27
O -0.62 -2.87 -1.00
C -3.00 -2.41 -2.32
C -3.65 -2.45 -1.04
C -5.04 -2.49 -0.97
C -5.82 -2.19 -2.09
C -5.18 -2.00 -3.28
C -3.82 -2.06 -3.41
C -0.66 -3.27 -3.75
C -1.25 -4.53 -3.85
C -0.97 -5.34 -4.91
C -0.13 -4.83 -5.96
C 0.45 -3.60 -5.89
C 0.24 -2.80 -4.73
C -2.81 1.00 -1.16
C -3.41 1.64 -2.25
C -4.81 1.96 -2.21
C -5.56 1.36 -1.23
C -5.02 0.63 -0.18
C -3.61 0.46 -0.13
C -0.28 2.04 -1.69
C 0.19 2.17 -3.07
C 0.81 3.32 -3.48
C 0.87 4.42 -2.61
C 0.32 4.31 -1.37
C -0.19 3.13 -0.85
H 0.28 -0.55 -2.69
H -1.24 -0.25 -3.57
H -3.11 -2.62 -0.14
H -5.47 -2.64 0.01
H -6.87 -2.00 -1.96
H -5.71 -1.70 -4.16
H -3.42 -1.80 -4.37
H -1.99 -4.89 -3.15
H -1.34 -6.37 -4.90
H 0.01 -5.33 -6.90
H 1.03 -3.24 -6.70
H 0.74 -1.85 -4.61
H -2.85 2.13 -3.04
H -5.25 2.51 -3.06
H -6.68 1.40 -1.37
H -5.68 0.35 0.64
H -3.10 -0.07 0.64
H 0.00 1.31 -3.71
H 1.38 3.36 -4.43
H 1.27 5.42 -2.81
H 0.24 5.13 -0.69
H -0.58 3.00 0.18
*
```

Here are the Löwdin charges for atoms 1 to 4, given in e: atom 1 (Fe): 0.726, atom 2 (C): -0.054, atom 3 (C): -0.289, atom 4 (C): -0.082

---

Molecular formula: C4H5NO2
Method: DFT, ωB97M-V/def2-TZVPD

Results
Relative energy (zero: lowest compared OMol25 entry of this formula, charge and spin): 88.4 kcal per mole
Kohn-Sham gap (alpha / beta): 6.97 / 7.19 eV
HOMO (alpha / beta): -7.61 / -7.82 eV

Structure (ORCA input):
```
! RIJCOSX wB97M-V def2-TZVPD def2/J DEFGRID3
* xyz 0 1
O 1.63 -1.62 -0.82
C 0.45 -1.78 -0.67
C -0.48 -0.84 0.08
O -1.54 -1.23 0.49
N -0.03 0.51 0.31
C -0.36 1.16 1.41
C 0.30 1.03 -0.91
H -0.09 -2.69 -0.99
H -0.09 2.20 1.48
H -0.96 0.66 2.15
H 0.08 2.08 -1.06
H 1.08 0.53 -1.47
*
```

Here are the natural (NBO) charges for atoms 1 to 4, given in e: atom 1 (O): -0.472, atom 2 (C): 0.340, atom 3 (C): 0.578, atom 4 (O): -0.503

---

Molecular formula: C4H11N2O
Method: DFT, ωB97M-V/def2-TZVPD

Results
Relative energy (zero: lowest compared OMol25 entry of this formula, charge and spin): 44.2 kcal per mole
Kohn-Sham gap: 10.01 eV
HOMO: -13.22 eV

Structure (ORCA input):
```
! RIJCOSX wB97M-V def2-TZVPD def2/J DEFGRID3
* xyz 1 1
N -0.48 1.15 -1.45
C -1.60 0.32 -0.97
C -1.00 -1.15 -0.72
N 0.23 -1.18 0.04
C 0.37 -0.76 1.41
C 1.40 0.34 1.60
O 1.67 1.12 0.72
H -0.23 0.93 -2.41
H 0.42 0.97 -0.84
H -0.72 2.13 -1.34
H -2.05 0.82 -0.12
H -2.40 0.16 -1.70
H -0.83 -1.60 -1.70
H -1.71 -1.85 -0.24
H 0.85 -1.93 -0.24
H -0.56 -0.45 1.94
H 0.69 -1.60 2.05
H 1.93 0.38 2.57
*
```

Here are the natural (NBO) charges for atoms 1 to 4, given in e: atom 1 (N): -0.713, atom 2 (C): -0.255, atom 3 (C): -0.229, atom 4 (N): -0.665

---

Molecular formula: C4H6O2S2
Method: DFT, ωB97M-V/def2-TZVPD

Results
Relative energy (zero: lowest compared OMol25 entry of this formula, charge and spin): 167.6 kcal per mole
Kohn-Sham gap (alpha / beta): 7.29 / 6.82 eV
HOMO (alpha / beta): -9.03 / -9.14 eV

Structure (ORCA input):
```
! RIJCOSX wB97M-V def2-TZVPD def2/J DEFGRID3
* xyz 0 1
C -1.92 0.63 -0.38
C 0.28 -1.16 -0.32
C 1.75 0.44 0.79
C 1.33 -0.12 -0.61
O -3.73 2.30 -0.95
O -2.10 -1.93 0.33
S -3.37 1.25 0.05
S -1.22 -0.75 0.34
H 0.48 -2.12 -0.10
H 2.27 1.33 0.53
H 2.38 -0.38 1.31
H 0.79 0.44 1.29
H 2.14 -0.62 -1.15
H 0.90 0.69 -1.14
*
```

Here are the natural (NBO) charges for atoms 1 to 4, given in e: atom 1 (C): -0.849, atom 2 (C): -0.315, atom 3 (C): -0.576, atom 4 (C): -0.460

---

Molecular formula: CH3NO2
Method: DFT, ωB97M-V/def2-TZVPD

Results
Relative energy (zero: lowest compared OMol25 entry of this formula, charge and spin): 10.7 kcal per mole
Kohn-Sham gap (alpha / beta): 14.06 / 7.49 eV
HOMO (alpha / beta): -19.07 / -18.31 eV

Structure (ORCA input):
```
! RIJCOSX wB97M-V def2-TZVPD def2/J DEFGRID3
* xyz 1 2
N 1.03 -0.59 0.17
C -0.18 0.24 0.10
O -0.58 0.81 -1.04
O -0.91 0.38 1.07
H 0.94 -1.11 -0.63
H 1.08 -1.08 1.08
H -1.39 1.34 -0.75
*
```

Here are the natural (NBO) charges for atoms 1 to 4, given in e: atom 1 (N): -0.597, atom 2 (C): 0.847, atom 3 (O): -0.541, atom 4 (O): -0.118

---

- Look up the relative energy (zero: lowest compared OMol25 entry of this formula, charge and spin) of the fifth one.
  88.4 kcal per mole

---

Please write out number 7 again, unchanged.
Molecular formula: C4H6O2S2
Method: DFT, ωB97M-V/def2-TZVPD

Results
Relative energy (zero: lowest compared OMol25 entry of this formula, charge and spin): 167.6 kcal per mole
Kohn-Sham gap (alpha / beta): 7.29 / 6.82 eV
HOMO (alpha / beta): -9.03 / -9.14 eV

Structure (ORCA input):
```
! RIJCOSX wB97M-V def2-TZVPD def2/J DEFGRID3
* xyz 0 1
C -1.92 0.63 -0.38
C 0.28 -1.16 -0.32
C 1.75 0.44 0.79
C 1.33 -0.12 -0.61
O -3.73 2.30 -0.95
O -2.10 -1.93 0.33
S -3.37 1.25 0.05
S -1.22 -0.75 0.34
H 0.48 -2.12 -0.10
H 2.27 1.33 0.53
H 2.38 -0.38 1.31
H 0.79 0.44 1.29
H 2.14 -0.62 -1.15
H 0.90 0.69 -1.14
*
```

Here are the natural (NBO) charges for atoms 1 to 4, given in e: atom 1 (C): -0.849, atom 2 (C): -0.315, atom 3 (C): -0.576, atom 4 (C): -0.460

---

- Number 5 is which compound?
  C4H5NO2

---

- Which of these has the highest relative energy (zero: lowest compared OMol25 entry of this formula, charge and spin)?
  C4H6O2S2